one.
Here is an isolated ion of composition C3H7NOS and charge +1 from the Open Molecules 2025 dataset. Energies are from the ωB97M-V functional and the def2-TZVPD basis.

Results
E_HOMO (alpha / beta): -14.22 / -13.91 eV

ORCA input file:
```
! RIJCOSX wB97M-V def2-TZVPD def2/J DEFGRID3
* xyz 1 2
C 0.179 -0.327 0.373
C 1.231 0.281 -0.508
S 2.985 -0.001 0.176
C -1.209 0.211 -0.119
N -2.310 -0.526 0.063
O -1.246 1.305 -0.710
H 0.333 0.090 1.417
H -0.006 -1.427 0.391
H 1.065 1.366 -0.712
H 1.423 -0.215 -1.493
H 3.085 1.102 0.904
H -3.070 -0.563 -0.605
H -2.460 -1.297 0.824
*
```

---

two.
Here is an isolated ion of composition C3H7NOS and charge +1 from the Open Molecules 2025 dataset. Energies are from the ωB97M-V functional and the def2-TZVPD basis.

Results
E_HOMO (alpha / beta): -14.26 / -14.21 eV

ORCA input file:
```
! RIJCOSX wB97M-V def2-TZVPD def2/J DEFGRID3
* xyz 1 2
O 1.251 -1.161 1.897
C 0.284 -0.427 1.597
C 0.245 0.448 0.302
C 0.747 -0.489 -0.728
S 0.393 0.020 -2.488
N -1.111 1.002 -0.041
H -0.664 -0.487 2.023
H 0.826 1.341 0.408
H 0.273 -1.547 -0.725
H 1.888 -0.426 -0.685
H -0.956 -0.108 -2.318
H -1.795 0.199 -0.031
H -1.381 1.635 0.788
*
```

---

Of all the structures shown, which is most stable? one, and two is the least stable.